A molecular structure, C22H50AlN4O3 at a distorted geometry. Source: the OMol25 dataset; level of theory: the ωB97M-V functional and the def2-TZVPD basis.

HOMO level   -4.80 eV
ΔE to the lowest compared entry with this formula, charge and spin   740.5 kJ/mol
LUMO   2.1 eV
Frontier orbital gap   6.86 eV
Max |F|   7.6 eV Å⁻¹
Total charge   -1
Multiplicity   1

Cartesian coordinates (Å):
C1 -1.1285 6.3498 4.9587
C2 -2.5207 5.5790 5.3964
C3 -3.6246 5.7027 4.1908
C4 -2.2152 4.0518 5.9080
C5 -2.2088 2.9106 4.7312
Al1 -0.4355 2.7728 3.6818
C6 -0.5965 1.0685 2.5118
C7 -0.5566 1.1828 0.8895
C8 -0.7493 -0.2872 0.2231
C9 -0.9340 -1.5753 1.1613
N1 -0.9292 -1.7345 2.6426
C10 -0.7558 -0.3675 3.2058
H1 -1.0347 6.2259 3.7785
H2 -1.1894 7.4727 5.3026
H3 -0.2409 5.7785 5.5102
H4 -2.9842 6.1556 6.3332
H5 -3.6083 6.8371 3.8246
H6 -3.3282 5.0546 3.2331
H7 -4.7298 5.4709 4.5270
H8 -3.0312 3.7654 6.7195
H9 -1.1764 4.0127 6.4950
H10 -3.0941 2.9732 3.9686
H11 -2.3336 1.8614 5.2867
H12 0.7494 2.4888 4.7044
H13 -0.0646 4.0796 2.8711
H14 -0.4249 2.1739 0.2825
H15 -0.7546 -0.4050 -0.9521
H16 -1.1076 -2.6055 0.5784
H17 -0.7349 -0.3464 4.4015
C11 1.3179 -2.0079 -3.1541
C12 0.0208 -2.5285 -3.7683
C13 0.1741 -2.9831 -5.2387
O1 0.2328 -1.9096 -6.1823
C14 1.5182 -1.3257 -6.3275
N2 -1.0200 -1.4993 -3.6286
H18 1.5819 -1.0090 -3.5097
H19 1.2225 -1.9427 -2.0641
H20 2.1527 -2.6813 -3.3734
H21 -0.2829 -3.4055 -3.1838
H22 -0.7182 -3.5600 -5.5062
H23 1.0285 -3.6592 -5.3645
H24 2.3218 -2.0611 -6.2232
H25 1.6443 -0.5161 -5.6060
H26 1.5796 -0.8862 -7.3272
H27 -1.9065 -1.8855 -3.9562
H28 -0.8117 -0.7629 -4.3089
C15 -1.6042 -6.2742 5.7416
C16 -1.5269 -4.8853 5.1122
C17 -2.9125 -4.2624 4.8221
O2 -3.5634 -4.7913 3.6632
C18 -4.2612 -6.0069 3.8857
N3 -0.7037 -4.9577 3.8961
H29 -1.8805 -7.0486 5.0221
H30 -0.6299 -6.5579 6.1560
H31 -2.3302 -6.2928 6.5608
H32 -1.0184 -4.2332 5.8327
H33 -2.7644 -3.1967 4.6143
H34 -3.5708 -4.3179 5.6977
H35 -4.7095 -6.0510 4.8830
H36 -3.5927 -6.8555 3.7287
H37 -5.0616 -6.0787 3.1437
H38 -0.5786 -4.0128 3.5303
H39 -1.2653 -5.4223 3.1768
C19 5.4710 3.6033 -6.7632
C20 4.9602 2.3019 -7.3766
C21 3.5863 1.8572 -6.8228
O3 3.6411 1.2650 -5.5218
C22 3.6642 2.1984 -4.4529
N4 5.9783 1.2567 -7.1943
H40 5.8445 3.4717 -5.7449
H41 6.3008 4.0031 -7.3574
H42 4.6825 4.3626 -6.7433
H43 4.8387 2.4789 -8.4522
H44 3.1950 1.0760 -7.4841
H45 2.8575 2.6764 -6.8473
H46 3.0674 3.0900 -4.6681
H47 4.6945 2.4744 -4.2202
H48 3.2481 1.7096 -3.5673
H49 5.6732 0.4153 -7.6854
H50 5.9572 0.9814 -6.2082

Löwdin population analysis, charges in e, atoms 1 to 6: number 1, C, carries -0.136; number 2, C, carries -0.411; number 3, C, carries -0.143; number 4, C, carries -0.286; number 5, C, carries -0.336; number 6, Al, carries 0.182

=====

A molecular structure, C22H50BeP2Si2 at a distorted geometry. Source: the OMol25 dataset; level of theory: the ωB97M-V functional and the def2-TZVPD basis.

HOMO level (spin up / spin down)   -5.49 / -5.49 eV
ΔE to the lowest compared entry with this formula, charge and spin   430.5 kJ/mol
LUMO (spin up / spin down)   0.3 / 0.3 eV
Frontier orbital gap (spin up / spin down)   5.80 / 5.80 eV
Max |F|   4.2 eV Å⁻¹
Multiplicity   1

Cartesian coordinates (Å):
P1 2.9760 2.1124 -2.1175
P2 3.4099 -0.6081 -1.6060
C1 3.7101 1.2470 -3.6223
C2 4.2533 -0.1247 -3.1885
H1 4.5073 1.8862 -4.0290
H2 2.9204 1.1735 -4.3860
H3 4.0115 -0.9047 -3.9300
H4 5.3407 -0.1174 -3.0336
C3 3.9111 -2.3106 -1.3001
H5 3.2346 -2.7960 -0.5880
H6 4.9316 -2.3332 -0.8875
H7 3.8995 -2.8762 -2.2437
C4 1.7610 -0.5822 -2.2783
H8 1.7359 -0.0423 -3.2331
H9 1.1480 -0.0685 -1.4554
H10 1.5295 -1.6429 -2.5164
C5 3.8118 3.7397 -2.4660
H11 3.5926 4.4188 -1.6309
H12 3.3897 4.1508 -3.3924
H13 4.8987 3.6494 -2.5819
C6 1.3462 2.8595 -2.5703
H14 0.5763 2.1113 -2.7554
H15 1.4633 3.4840 -3.4663
H16 1.0168 3.4991 -1.7430
Be1 0.0319 -0.5989 -2.1767
C7 4.5407 0.4541 -0.2847
C8 4.8512 1.7430 -0.9843
C9 5.6255 2.7258 -0.1267
C10 4.9055 3.4633 1.0313
C11 3.4660 3.7396 0.7934
C12 2.4937 2.8364 0.5653
C13 2.4657 1.3858 0.9579
C14 3.7914 0.6014 1.0398
C15 -0.8746 0.4778 -3.1462
H17 5.4336 -0.1847 -0.1582
H18 5.4601 1.5775 -1.8885
H19 6.0907 3.4860 -0.7701
H20 6.4572 2.1638 0.3262
H21 5.0677 2.9281 1.9782
H22 5.4134 4.4339 1.1473
H23 3.2157 4.8047 0.8454
H24 1.5172 3.2181 0.2458
H25 1.7679 0.8662 0.2824
H26 2.0005 1.3001 1.9562
H27 4.4422 1.0558 1.7956
H28 3.5472 -0.4036 1.4252
H29 -1.7742 -0.0755 -3.4495
H30 -0.3783 0.8049 -4.0682
H31 -1.2072 1.3592 -2.5784
C16 -0.0695 -1.1915 1.2898
Si1 -1.4381 -1.7467 0.1292
C17 -2.2355 -3.2700 0.9122
C18 -2.7841 -0.4340 0.0831
C19 -0.8195 -2.0083 -1.6120
Si2 -0.2567 -3.7483 -1.9996
C20 -1.7215 -4.9287 -2.1373
C21 0.5978 -3.7990 -3.6794
C22 0.9145 -4.4753 -0.7150
H32 -0.1986 -1.6936 2.2607
H33 -0.1341 -0.1076 1.4687
H34 0.9372 -1.4342 0.9209
H35 -2.8183 -2.9229 1.7794
H36 -2.9283 -3.7934 0.2407
H37 -1.4983 -3.9958 1.2809
H38 -2.3704 0.5682 0.2548
H39 -3.3043 -0.4370 -0.8844
H40 -3.5235 -0.6413 0.8694
H41 -1.7680 -2.0064 -2.2242
H42 -1.7963 -5.2873 -3.1740
H43 -1.5971 -5.8115 -1.4950
H44 -2.6693 -4.4463 -1.8710
H45 1.6909 -3.8810 -3.5923
H46 0.2453 -4.6987 -4.2098
H47 0.3516 -2.9285 -4.3024
H48 1.5127 -3.7218 -0.1893
H49 0.3638 -5.0567 0.0379
H50 1.6014 -5.1693 -1.2237

Löwdin population analysis, charges in e, atoms 1 to 6: number 1, P, carries 0.846; number 2, P, carries 0.930; number 3, C, carries -0.348; number 4, C, carries -0.324; number 5, H, carries 0.081; number 6, H, carries 0.082

=====

8 unconnected molecules or ions with the total composition C22H50Cl10O6 at a distorted geometry. Source: the OMol25 dataset; level of theory: the ωB97M-V functional and the def2-TZVPD basis.

HOMO level   -9.75 eV
SMILES   COCCOC.COCCOC.COCCOC.ClCCCl.ClCCCl.ClCCCl.ClCCCl.ClCCCl
ΔE to the lowest compared entry with this formula, charge and spin   141.4 kJ/mol
LUMO   0.2 eV
Frontier orbital gap   9.90 eV
Max |F|   2.3 eV Å⁻¹
Multiplicity   1

Cartesian coordinates (Å):
Cl1 12.6479 18.2270 10.3103
C1 14.3482 18.4188 9.9654
C2 14.8213 17.2259 9.1174
Cl2 14.6973 15.8424 10.1887
H1 14.9023 18.3902 10.9036
H2 14.4309 19.4214 9.5458
H3 15.8600 17.2578 8.7886
H4 14.1669 17.0644 8.2608
Cl3 7.0274 7.7554 11.5768
C3 8.7768 7.7661 11.4366
C4 9.2977 9.1892 11.0340
Cl4 8.7905 9.5303 9.3837
H5 9.1231 6.9767 10.7694
H6 9.1121 7.4561 12.4263
H7 10.3802 9.3165 11.0344
H8 8.8251 10.0201 11.5579
Cl5 17.7101 9.1261 11.8680
C5 16.5601 8.5590 10.6273
C6 17.3697 7.7362 9.5986
Cl6 18.4195 8.8120 8.6767
H9 15.9782 9.3718 10.1927
H10 15.8465 7.9297 11.1592
H11 16.6207 7.2534 8.9709
H12 18.0272 6.9777 10.0233
Cl7 13.1160 16.6280 14.0080
C7 13.3426 14.8651 13.9492
C8 12.1755 14.0284 14.5855
Cl8 12.2510 13.9756 16.3658
H13 14.3045 14.5495 14.3531
H14 13.3380 14.6140 12.8885
H15 12.1871 12.9799 14.2879
H16 11.2121 14.4275 14.2682
Cl9 7.1912 12.3651 10.1900
C9 7.0623 13.2208 11.7235
C10 7.0101 14.7374 11.4937
Cl10 6.7958 15.6917 12.9919
H17 7.8628 12.9239 12.4010
H18 6.1398 12.9741 12.2492
H19 6.1983 15.0270 10.8265
H20 7.8976 15.1642 11.0267
C11 12.3079 14.4015 7.0512
O1 12.8951 13.1091 7.2915
C12 12.3211 12.0878 6.5365
C13 10.8501 11.7392 6.8044
O2 9.9553 12.7338 6.2217
C14 8.6571 12.7376 6.8052
H21 13.0712 15.1323 7.3186
H22 11.3734 14.4906 7.6051
H23 12.0073 14.4808 6.0065
H24 12.8358 11.1301 6.6133
H25 12.3922 12.2063 5.4553
H26 10.6843 11.7205 7.8816
H27 10.6196 10.7427 6.4278
H28 8.2290 11.7570 7.0130
H29 8.0019 13.1352 6.0300
H30 8.6733 13.3315 7.7191
C15 7.6761 19.8876 12.7075
O3 8.6716 19.6978 11.6941
C16 8.8782 18.3896 11.1720
C17 8.0394 18.1872 9.9271
O4 8.2734 16.9083 9.2819
C18 7.4587 16.5953 8.2141
H31 7.3586 20.9301 12.6852
H32 8.0665 19.6542 13.6980
H33 6.8055 19.2631 12.5071
H34 8.7232 17.6682 11.9743
H35 9.9291 18.3024 10.8963
H36 8.1027 18.9912 9.1938
H37 6.9895 18.1943 10.2199
H38 7.6443 17.2005 7.3268
H39 6.4167 16.7450 8.4968
H40 7.6276 15.5502 7.9546
C19 14.1846 12.1301 12.0244
O5 12.7978 12.4688 11.9949
C20 12.3214 12.7858 10.6718
C21 10.7860 13.0627 10.6271
O6 10.4185 14.0965 11.5411
C22 10.8434 15.4450 11.3069
H41 14.5840 11.9358 13.0198
H42 14.7319 12.9346 11.5331
H43 14.3244 11.2587 11.3847
H44 12.4291 11.8526 10.1190
H45 12.9403 13.5551 10.2101
H46 10.2729 12.1182 10.8086
H47 10.5228 13.2454 9.5853
H48 11.9161 15.6294 11.2475
H49 10.4375 15.9735 12.1695
H50 10.4884 15.8396 10.3549

Löwdin population analysis, charges in e, atoms 1 to 6: number 1, Cl, carries 0.619; number 2, C, carries -0.670; number 3, C, carries -0.638; number 4, Cl, carries 0.602; number 5, H, carries 0.061; number 6, H, carries 0.070